(1)
Computed, not measured: a single CH2S3 molecule at a distorted geometry, with ωB97M-V with the def2-TZVPD basis set.

CARTESIAN COORDINATES (ANGSTROEM)
S -0.653 -1.698 1.520
C -0.227 -0.642 0.361
S 1.477 -0.282 0.084
S -1.358 0.283 -0.605
H 1.394 0.933 -0.468
H -0.633 1.406 -0.892

Output
* DFT total energy: -1233.83349 hartree
* E_HOMO: -9.1 eV
* LUMO energy: -0.023 hartree
* orbital gap: 0.3115 hartree
* relative energy (zero: lowest compared OMol25 entry of this formula, charge and spin): 0.516 eV
* F_max: 1.19 eV Å⁻¹
* charge: 0

=====

(2)
Computed, not measured: 14 unconnected molecules or ions with the total composition CH30O13S2 at a distorted geometry, with ωB97M-V with the def2-TZVPD basis set.

CARTESIAN COORDINATES (ANGSTROEM)
C -0.534 2.551 -1.511
S 0.417 3.945 -2.164
S 2.373 3.655 -1.911
H -0.099 1.563 -1.355
H -1.253 2.355 -2.320
H -1.159 2.797 -0.653
H 2.768 3.129 -3.080
H 0.882 -2.881 0.449
H 0.996 -4.410 -0.089
O 0.564 -3.560 -0.186
H 2.796 -0.610 -0.842
H 4.196 -0.572 0.024
O 3.261 -0.798 0.045
H 0.112 -2.536 -2.176
H -0.727 -1.274 -2.571
O 0.143 -1.726 -2.705
H -1.829 -0.726 -0.819
H -2.585 0.155 -1.779
O -2.192 -0.746 -1.716
H 1.198 -0.706 -2.076
H 2.334 0.197 -2.717
O 1.875 0.019 -1.894
H -1.270 -1.644 0.722
H -0.029 -0.881 0.975
O -0.950 -0.718 0.666
H 1.559 -1.496 2.558
H 2.262 -1.672 1.256
O 1.362 -1.772 1.647
H 1.722 1.491 0.389
H 2.484 0.437 1.200
O 1.792 1.134 1.286
H -4.442 0.979 -0.894
H -3.405 1.990 -0.517
O -3.741 1.512 -1.298
H -2.587 1.922 1.974
H -1.899 3.142 1.396
O -2.760 2.718 1.433
H -0.223 0.851 2.472
H -1.537 0.212 2.288
O -1.136 0.954 2.778
H -2.308 -2.933 -0.912
H -1.242 -3.676 -0.066
O -2.180 -3.390 -0.064
H 1.159 0.216 4.822
H 1.843 0.701 3.593
O 1.988 0.101 4.340

Output
* DFT total energy: -1830.62949 hartree
* E_HOMO: -9.2 eV
* LUMO energy: -0.002 hartree
* orbital gap: 0.3351 hartree
* relative energy (zero: lowest compared OMol25 entry of this formula, charge and spin): 1.793 eV
* F_max: 1.54 eV Å⁻¹
* charge: 0

=====

(3)
Computed, not measured: 15 unconnected molecules or ions with the total composition CH31NO15 at a distorted geometry, with ωB97M-V with the def2-TZVPD basis set.

CARTESIAN COORDINATES (ANGSTROEM)
C 0.146 -1.951 -0.303
N -0.966 -2.345 0.294
O 0.384 -0.741 -0.418
H 0.841 -2.707 -0.679
H -1.537 -1.628 0.715
H -1.028 -3.295 0.614
H -0.012 -1.317 -4.489
H -0.210 -0.051 -3.631
O 0.407 -0.493 -4.220
H 1.868 -0.866 -1.553
H 1.719 -0.660 -3.090
O 2.363 -0.624 -2.351
H -2.987 0.577 -1.091
H -4.419 -0.128 -1.110
O -3.476 -0.241 -0.983
H 2.516 0.146 0.239
H 3.972 0.083 -0.158
O 3.285 -0.418 0.286
H -0.790 0.746 2.738
H -0.182 0.024 1.352
O -0.595 -0.032 2.225
H 1.732 3.566 1.340
H 0.438 3.053 2.040
O 0.899 3.106 1.200
H -2.950 -0.528 2.609
H -2.165 -1.785 3.043
O -2.878 -1.195 3.299
H -2.000 2.670 2.230
H -1.531 1.927 0.854
O -2.225 2.080 1.510
H 0.421 -3.175 3.137
H -0.487 -1.891 2.600
O -0.409 -2.832 2.809
H 2.242 1.721 -1.842
H 1.499 1.463 -0.613
O 2.341 1.879 -0.899
H -0.537 2.308 -1.369
H -0.504 0.879 -1.029
O -0.428 1.741 -0.585
H -1.480 -3.543 -2.220
H -2.395 -2.469 -2.664
O -1.452 -2.630 -2.529
H 1.850 0.030 3.489
H 2.340 -0.783 2.200
O 2.593 -0.342 3.014
H 1.040 3.423 -1.273
H 1.757 3.425 -2.579
O 0.991 3.823 -2.159

Output
* DFT total energy: -1240.02121 hartree
* E_HOMO: -10.3 eV
* LUMO energy: -0.009 hartree
* orbital gap: 0.3706 hartree
* relative energy (zero: lowest compared OMol25 entry of this formula, charge and spin): 4.434 eV
* F_max: 2.11 eV Å⁻¹
* charge: 0

=====

(4)
Computed, not measured: 18 unconnected molecules or ions with the total composition CH37O18 at a distorted geometry, with ωB97M-V with the def2-TZVPD basis set.

CARTESIAN COORDINATES (ANGSTROEM)
C 0.469 1.138 -2.269
O 1.800 1.512 -2.540
H 0.344 0.059 -2.208
H 0.297 1.349 -1.222
H -0.143 1.437 -3.137
H 2.924 -3.706 -1.498
H 2.733 -3.435 0.007
O 3.133 -4.040 -0.628
H -0.059 -0.975 4.463
H -0.043 0.047 3.356
O -0.534 -0.721 3.667
H 3.410 0.599 0.357
H 4.311 -0.562 0.777
O 4.379 0.358 0.539
H -3.406 3.286 0.623
H -4.352 2.215 1.004
O -4.219 2.857 0.295
H -2.688 3.368 -2.060
H -3.832 2.715 -1.398
O -3.465 2.831 -2.286
H 1.371 -0.483 0.725
H 1.235 -1.940 1.206
O 0.814 -1.392 0.531
H -1.482 -1.928 -0.571
H -0.961 -1.439 0.664
O -1.828 -1.456 0.232
H -1.225 -4.092 -0.812
H -0.428 -3.129 -1.742
O -1.295 -3.538 -1.587
H -3.033 0.195 -2.264
H -2.423 -0.756 -1.322
O -2.391 -0.548 -2.275
H 2.006 2.455 -2.509
H -1.137 2.424 0.351
O 1.853 0.852 0.724
H -0.522 -0.396 -4.063
H -1.242 -1.669 -3.607
O -0.362 -1.307 -3.790
H -2.779 0.380 2.234
H -2.495 1.593 3.010
O -3.219 1.208 2.504
H 1.418 -1.866 -1.058
H 1.091 -1.767 -2.651
O 1.468 -2.296 -1.933
H 3.660 -1.323 2.646
H 2.385 -1.027 3.319
O 2.948 -1.775 3.114
H -0.924 3.918 0.442
H 1.816 1.445 -0.024
O -1.503 3.270 0.013
H 2.490 0.974 2.221
H 2.885 1.691 3.618
O 2.408 0.974 3.215
H -1.133 0.399 0.849
H 0.229 0.953 1.324
O -0.755 1.064 1.425

Output
* DFT total energy: -1414.70110 hartree
* E_HOMO: -7.6 eV
* LUMO energy: 0.088 hartree
* orbital gap: 0.3668 hartree
* relative energy (zero: lowest compared OMol25 entry of this formula, charge and spin): 0.000 eV
* F_max: 1.85 eV Å⁻¹
* charge: -1

=====

(5)
Computed, not measured: a molecular structure, CH3BBr2O2 at a distorted geometry, with ωB97M-V with the def2-TZVPD basis set.

CARTESIAN COORDINATES (ANGSTROEM)
B 0.168 -0.363 0.182
C -0.441 0.732 -0.768
O 1.186 -1.098 -0.374
O -0.287 -0.533 1.411
Br -2.347 1.422 -0.328
Br 0.589 2.337 -0.641
H -0.558 0.315 -1.769
H 1.592 -1.644 0.284
H 0.098 -1.168 2.003

Output
* DFT total energy: -5363.35985 hartree
* E_HOMO: -9.7 eV
* LUMO energy: 0.001 hartree
* orbital gap: 0.3582 hartree
* relative energy (zero: lowest compared OMol25 entry of this formula, charge and spin): 0.103 eV
* F_max: 2.10 eV Å⁻¹
* charge: 0

=====

(6)
Computed, not measured: a molecular structure, CH3BBr2O2 at a distorted geometry, with ωB97M-V with the def2-TZVPD basis set.

CARTESIAN COORDINATES (ANGSTROEM)
B -0.430 0.000 0.098
C 0.917 -0.104 -0.564
O -1.299 0.801 -0.517
O -0.500 -0.733 1.194
Br 1.844 1.429 0.244
Br 1.899 -1.726 -0.102
H 1.146 0.105 -1.654
H -2.178 0.909 -0.376
H -1.399 -0.680 1.678

Output
* DFT total energy: -5363.34808 hartree
* E_HOMO: -9.9 eV
* LUMO energy: 0.003 hartree
* orbital gap: 0.3646 hartree
* relative energy (zero: lowest compared OMol25 entry of this formula, charge and spin): 0.423 eV
* F_max: 4.69 eV Å⁻¹
* charge: 0

=====

(7)
Computed, not measured: a molecular structure, CH3Br2NO2S at a distorted geometry, with ωB97M-V with the def2-TZVPD basis set.

CARTESIAN COORDINATES (ANGSTROEM)
C -0.571 2.558 1.931
N -0.033 -0.984 -0.682
O -0.959 -2.532 1.139
O -2.620 -1.292 -0.375
S -1.412 -1.394 0.379
Br -1.491 0.854 1.568
Br -0.432 3.596 0.371
H 0.536 2.316 2.331
H 0.768 -1.503 -0.210
H -0.409 -1.631 -1.426

Output
* DFT total energy: -5791.18537 hartree
* E_HOMO (alpha / beta): -9.4 / -8.9 eV
* LUMO energy (alpha / beta): -0.074 / -0.060 hartree
* orbital gap (alpha / beta): 0.2694 / 0.2654 hartree
* relative energy (zero: lowest compared OMol25 entry of this formula, charge and spin): 3.538 eV
* F_max: 3.04 eV Å⁻¹
* charge: 0

=====

(8)
Computed, not measured: a single CH3Br2OP molecule at a distorted geometry, with ωB97M-V with the def2-TZVPD basis set.

CARTESIAN COORDINATES (ANGSTROEM)
C 1.266 0.226 -0.208
O -0.139 0.389 -0.359
P -1.236 0.028 0.810
Br -2.827 1.167 -0.184
Br -1.812 -2.055 0.267
H 1.874 1.151 -0.203
H 1.565 -0.584 -0.919
H 1.310 -0.322 0.796

Output
* DFT total energy: -5604.56171 hartree
* E_HOMO: -9.7 eV
* LUMO energy: 0.010 hartree
* orbital gap: 0.3666 hartree
* relative energy (zero: lowest compared OMol25 entry of this formula, charge and spin): 0.958 eV
* F_max: 3.47 eV Å⁻¹
* charge: 0

=====

(9)
Computed, not measured: a molecular structure, CH3Br2P at a distorted geometry, with ωB97M-V with the def2-TZVPD basis set.

CARTESIAN COORDINATES (ANGSTROEM)
C 1.025 -0.270 0.165
P -1.773 0.129 0.696
Br 1.871 1.386 -0.103
Br 1.150 -1.350 -1.366
H 1.203 -0.727 1.214
H -2.084 -0.423 -0.673
H -1.392 1.255 0.067

Output
* DFT total energy: -5529.14991 hartree
* E_HOMO (alpha / beta): -8.7 / -8.7 eV
* LUMO energy (alpha / beta): -0.041 / -0.037 hartree
* orbital gap (alpha / beta): 0.2796 / 0.2822 hartree
* relative energy (zero: lowest compared OMol25 entry of this formula, charge and spin): 4.890 eV
* F_max: 2.42 eV Å⁻¹
* charge: 0

=====

(10)
Computed, not measured: 2 unconnected molecules or ions with the total composition CH3Br2P at a distorted geometry, with ωB97M-V with the def2-TZVPD basis set.

CARTESIAN COORDINATES (ANGSTROEM)
C -0.431 -0.123 0.733
P 1.386 -0.283 0.120
Br -0.519 -1.095 -2.707
Br 1.981 1.755 -0.433
H -0.801 0.799 0.247
H -0.605 -0.276 1.804
H -1.011 -0.777 0.237

Output
* DFT total energy: -5529.20258 hartree
* E_HOMO (alpha / beta): -8.1 / -9.7 eV
* LUMO energy (alpha / beta): 0.022 / -0.144 hartree
* spin multiplicity: 3
* orbital gap (alpha / beta): 0.3212 / 0.2110 hartree
* relative energy (zero: lowest compared OMol25 entry of this formula, charge and spin): 0.000 eV
* F_max: 3.86 eV Å⁻¹
* charge: 0

=====

(11)
Computed, not measured: a single CH3Br3Si molecule, with ωB97M-V with the def2-TZVPD basis set.

CARTESIAN COORDINATES (ANGSTROEM)
Br 2.318 0.791 0.158
C 0.820 -0.279 -0.521
Si -0.726 0.113 0.508
Br -2.219 -1.466 0.063
Br -1.554 2.058 -0.124
H 1.117 -1.322 -0.440
H 0.708 -0.029 -1.574
H -0.465 0.133 1.930

Output
* DFT total energy: -8051.53559 hartree
* E_HOMO: -10.4 eV
* LUMO energy: 0.016 hartree
* orbital gap: 0.3971 hartree
* relative energy (zero: lowest compared OMol25 entry of this formula, charge and spin): 0.000 eV
* F_max: 0.91 eV Å⁻¹
* charge: 0

=====

(12)
Computed, not measured: 2 unconnected molecules or ions with the total composition CH3Br5Si2 at a distorted geometry, with ωB97M-V with the def2-TZVPD basis set.

CARTESIAN COORDINATES (ANGSTROEM)
C -1.905 -0.042 -0.252
Si -0.168 0.756 -0.008
Si 1.492 -0.978 -0.014
Br 0.326 2.425 -1.446
Br 0.010 1.593 2.024
Br 3.845 1.223 -0.164
Br 1.897 -2.500 -1.579
Br 1.269 -1.976 2.013
H -2.200 -0.664 -1.076
H -1.884 -0.563 0.659
H -2.682 0.726 -0.159

Output
* DFT total energy: -13489.12069 hartree
* E_HOMO: -9.2 eV
* LUMO energy: -0.083 hartree
* orbital gap: 0.2553 hartree
* relative energy (zero: lowest compared OMol25 entry of this formula, charge and spin): 2.140 eV
* F_max: 2.34 eV Å⁻¹
* charge: 0